1.
Here is a structure of composition C34H47GaN2O3P2Se from the Open Molecules 2025 dataset. Energies are from ωB97M-V/def2-TZVPD.

**Total charge**: +2
**HOMO-LUMO gap**: 6.88 eV
**Largest force on an atom**: 0.44 eV Å⁻¹
**Relative energy (zero: lowest compared OMol25 entry of this formula, charge and spin)**: 172.27 kJ/mol

Each line ends with the Mulliken charge.
Geometry (Å):
Ga -0.05 -0.89 -0.66  0.89
O 0.89 3.36 -0.95  -0.53
C -0.25 3.35 -0.66  0.36
O -0.92 2.10 -0.50  0.24
C -1.22 4.45 -0.44  0.04
C -0.90 5.79 -0.46  -0.65
C -1.93 6.70 -0.25  -0.60
C -3.24 6.28 -0.04  -0.69
C -3.55 4.92 -0.03  -0.81
C -2.53 4.02 -0.23  0.50
P -2.51 2.24 -0.21  0.97
C -3.42 1.49 -1.51  0.38
C -3.94 0.20 -1.34  -0.15
C -4.62 -0.39 -2.39  -0.71
C -4.77 0.29 -3.59  -0.65
C -4.25 1.57 -3.76  -0.88
C -3.57 2.18 -2.72  -0.53
C -2.91 1.55 1.35  0.82
C -1.93 1.15 2.25  -0.29
C -2.30 0.70 3.51  -0.67
C -3.64 0.64 3.85  -0.61
C -4.63 1.02 2.95  -0.87
C -4.27 1.47 1.69  -0.27
H 0.12 6.11 -0.63  0.58
H -1.71 7.76 -0.26  0.45
H -4.02 7.01 0.11  0.47
H -4.57 4.60 0.14  0.48
H -3.80 -0.32 -0.40  0.49
H -5.05 -1.37 -2.27  0.58
H -5.32 -0.17 -4.41  0.44
H -4.37 2.09 -4.70  0.44
H -3.18 3.18 -2.84  0.47
H -0.88 1.19 1.98  0.16
H -1.54 0.38 4.21  0.50
H -3.92 0.29 4.84  0.46
H -5.67 0.96 3.23  0.47
H -5.04 1.77 0.98  0.47
C -4.85 -3.39 2.61  -0.77
N -4.70 -3.65 1.18  0.20
C -5.60 -4.34 0.39  -0.45
C -5.06 -4.42 -0.84  -0.50
N -3.84 -3.77 -0.79  0.32
C -2.90 -3.70 -1.89  -0.89
C -3.61 -3.31 0.46  -0.37
Se -2.14 -2.38 1.12  0.02
H -5.86 -3.68 2.90  0.31
H -4.70 -2.33 2.80  0.22
H -4.12 -3.96 3.18  0.34
H -6.53 -4.72 0.77  0.46
H -5.43 -4.87 -1.74  0.50
H -3.44 -3.46 -2.81  0.41
H -2.38 -4.65 -2.02  0.41
H -2.17 -2.92 -1.68  0.00
C 3.19 -0.72 -2.36  -1.24
C 3.85 -0.05 -1.15  0.40
C 5.28 -0.56 -0.97  -1.51
P 2.73 -0.16 0.35  0.00
C 2.97 1.52 1.11  0.68
C 1.81 1.95 2.01  -1.12
C 4.32 1.73 1.80  -1.74
C 3.53 -1.34 1.52  0.93
C 2.83 -1.32 2.88  -1.62
C 3.53 -2.77 0.97  -2.29
H 3.77 -0.52 -3.26  0.51
H 2.18 -0.34 -2.53  0.17
H 3.13 -1.80 -2.24  0.20
H 3.89 1.02 -1.35  0.52
H 5.32 -1.64 -0.87  0.27
H 5.79 -0.12 -0.11  0.30
H 5.86 -0.30 -1.85  0.46
H 2.94 2.18 0.23  0.44
H 1.80 1.41 2.96  0.31
H 0.86 1.77 1.51  -0.24
H 1.88 3.01 2.23  0.53
H 4.41 1.12 2.71  0.29
H 4.41 2.77 2.10  0.48
H 5.16 1.50 1.15  0.32
H 4.57 -1.01 1.65  0.65
H 1.75 -1.46 2.76  0.25
H 2.99 -0.39 3.42  0.29
H 3.20 -2.13 3.50  0.45
H 2.59 -3.27 1.23  0.53
H 4.32 -3.36 1.44  0.41
H 3.70 -2.84 -0.11  0.52
C 0.77 -4.30 -1.43  -0.74
O 0.92 -2.94 -1.00  -0.23
H 0.49 -4.93 -0.58  0.32
H 1.70 -4.66 -1.87  0.37
H -0.01 -4.32 -2.17  0.17
H 1.71 -2.88 -0.44  0.00

---

2.
Here is a structure of composition C34H47MoN2OP3Si2 in a non-equilibrium geometry from the Open Molecules 2025 dataset. Energies are from ωB97M-V/def2-TZVPD.

**Total charge**: +2
**HOMO-LUMO gap (spin up / spin down)**: 7.18 / 7.49 eV
**Largest force on an atom**: 2.42 eV Å⁻¹

Each line ends with the Mulliken charge.
Geometry (Å):
Mo -0.48 -0.01 -1.22  0.92
C -4.75 0.18 -1.80  -1.10
Si -3.58 1.35 -0.98  -0.24
C -2.77 2.48 -2.23  -1.14
C -4.36 2.27 0.43  -0.89
N -2.15 0.40 -0.40  -0.20
P -1.65 0.03 1.17  2.71
C -0.55 -1.16 0.60  -2.21
P 1.17 -1.23 0.67  1.53
N 1.44 -0.65 -0.84  -0.01
Si 2.92 -1.14 -1.75  0.56
C 3.79 0.34 -2.50  -1.17
C 2.39 -2.37 -3.04  -1.26
C 4.21 -1.81 -0.57  -0.98
C 1.62 -2.95 0.91  0.82
C 0.96 -3.88 0.09  -0.83
C 1.22 -5.23 0.24  -0.80
C 2.12 -5.67 1.21  -0.54
C 2.76 -4.75 2.02  -0.82
C 2.52 -3.39 1.88  -0.07
C 1.94 -0.22 1.93  1.08
C 2.77 0.84 1.58  -0.27
C 3.35 1.62 2.57  -0.62
C 3.10 1.33 3.91  -0.75
C 2.26 0.28 4.26  -0.95
C 1.68 -0.50 3.27  -0.55
C -2.94 -0.72 2.17  0.77
C -4.02 -1.32 1.53  -0.77
C -4.98 -1.99 2.28  -0.80
C -4.84 -2.08 3.66  -0.68
C -3.74 -1.52 4.29  -0.77
C -2.78 -0.85 3.55  -0.50
C -1.21 1.61 1.95  1.11
C -1.97 2.12 3.01  -0.71
C -1.67 3.36 3.55  -0.81
C -0.61 4.11 3.04  -0.79
C 0.14 3.61 1.99  -0.70
C -0.15 2.37 1.45  -0.83
H -5.35 0.72 -2.54  0.41
H -5.45 -0.26 -1.08  0.36
H -4.23 -0.63 -2.31  0.39
H -3.45 3.25 -2.60  0.55
H -2.46 1.88 -3.09  0.04
H -1.90 2.98 -1.79  0.40
H -5.31 2.69 0.09  0.50
H -3.73 3.09 0.78  0.29
H -4.57 1.60 1.27  0.31
H 3.24 0.90 -3.25  0.11
H 4.69 -0.05 -2.99  0.41
H 4.13 1.03 -1.72  0.33
H 1.37 -2.16 -3.39  0.32
H 2.39 -3.38 -2.62  0.37
H 3.06 -2.38 -3.90  0.44
H 4.01 -1.55 0.48  0.23
H 5.18 -1.39 -0.82  0.50
H 4.29 -2.90 -0.62  0.34
H 0.24 -3.54 -0.64  0.42
H 0.71 -5.95 -0.39  0.45
H 2.31 -6.72 1.33  0.43
H 3.46 -5.09 2.78  0.46
H 3.03 -2.68 2.51  0.39
H 2.96 1.05 0.53  0.09
H 4.01 2.43 2.31  0.50
H 3.56 1.93 4.68  0.46
H 2.07 0.06 5.30  0.50
H 1.03 -1.33 3.54  0.65
H -4.11 -1.27 0.46  0.42
H -5.82 -2.46 1.79  0.45
H -5.59 -2.59 4.25  0.43
H -3.62 -1.61 5.37  0.47
H -1.90 -0.44 4.05  0.49
H -2.81 1.57 3.40  0.52
H -2.27 3.75 4.36  0.50
H -0.38 5.08 3.46  0.45
H 0.97 4.19 1.60  0.48
H 0.44 1.99 0.64  0.39
C -0.62 2.07 -5.09  -1.36
P 0.79 1.40 -4.22  0.86
C 1.80 2.80 -3.75  -1.26
C 1.61 0.31 -5.39  -0.94
O 0.38 0.61 -2.96  -0.59
H -0.27 2.51 -6.03  0.45
H -1.10 2.83 -4.49  0.38
H -1.32 1.27 -5.33  0.40
H 2.51 3.05 -4.54  0.41
H 2.35 2.57 -2.84  0.39
H 1.15 3.66 -3.58  0.43
H 2.39 0.85 -5.93  0.40
H 0.87 -0.05 -6.11  0.40
H 2.05 -0.54 -4.87  0.09

---

3.
Here is a structure of composition C34H48BrN4OSSiTeTi in a non-equilibrium geometry from the Open Molecules 2025 dataset. Energies are from ωB97M-V/def2-TZVPD.

**Total charge**: 0
**HOMO-LUMO gap (spin up / spin down)**: 6.07 / 5.88 eV
**2S+1**: 2
**⟨S²⟩**: 0.76
**Largest force on an atom**: 2.86 eV Å⁻¹
**Relative energy (zero: lowest compared OMol25 entry of this formula, charge and spin)**: 70.50 kJ/mol

Each line ends with the Mulliken charge.
Geometry (Å):
Ti 0.21 -0.05 0.47  -0.13
C -2.63 -1.37 4.90  -1.45
C -2.31 -1.74 3.47  0.61
C -3.05 -2.67 2.77  -0.51
C -2.77 -2.91 1.44  -0.66
C -1.73 -2.22 0.85  0.25
Br -1.38 -2.42 -0.98  -0.05
N -0.97 -1.34 1.52  0.21
C -1.28 -1.10 2.80  -0.48
H -3.25 -2.13 5.37  0.40
H -3.17 -0.42 4.93  0.30
H -1.72 -1.25 5.49  0.38
H -3.86 -3.20 3.26  0.41
H -3.35 -3.61 0.85  0.44
H -0.67 -0.36 3.31  0.48
C -1.17 3.24 3.56  -1.12
Si -0.86 2.69 1.80  0.29
C -0.75 4.23 0.77  -0.96
C -2.41 1.73 1.26  -0.71
C 0.64 1.62 1.67  -0.97
H -2.08 3.84 3.62  0.29
H -0.34 3.85 3.92  0.30
H -1.29 2.39 4.24  0.27
H -1.62 4.87 0.96  0.32
H -0.70 4.02 -0.30  0.24
H 0.16 4.78 1.02  0.27
H -3.17 2.41 0.86  0.45
H -2.86 1.19 2.10  0.30
H -2.22 0.98 0.47  -0.01
H 0.97 1.28 2.66  0.60
H 1.47 2.19 1.23  0.58
C 3.64 5.62 -2.51  -0.85
N 3.04 4.60 -3.34  0.28
C 3.05 4.58 -4.73  -0.41
C 2.42 3.46 -5.12  -0.63
N 2.04 2.80 -3.97  0.40
C 2.41 3.49 -2.86  -0.32
S 2.18 3.04 -1.25  -0.37
H 4.48 6.07 -3.03  0.35
H 3.98 5.15 -1.59  0.26
H 2.91 6.39 -2.25  0.27
H 3.49 5.38 -5.31  0.47
H 2.23 3.06 -6.10  0.47
H 1.55 1.90 -3.92  0.06
C -1.05 1.47 -2.24  -0.69
C 0.14 0.54 -2.44  0.21
O 0.53 0.34 -3.59  -0.82
N 0.65 0.01 -1.30  0.95
Te 2.21 -1.90 -1.68  0.38
C 3.61 -3.37 -2.56  -0.46
C 3.39 -3.83 -3.86  1.08
C 2.21 -3.42 -4.72  -1.92
C 4.30 -4.71 -4.45  -0.81
C 5.43 -5.16 -3.79  0.82
C 6.41 -6.10 -4.44  -1.56
C 5.62 -4.73 -2.48  -0.85
C 4.74 -3.86 -1.86  1.21
C 5.00 -3.48 -0.42  -1.34
C 3.73 -0.45 -1.47  0.49
C 4.32 0.11 -2.61  1.02
C 3.99 -0.33 -4.01  -2.03
C 5.28 1.12 -2.44  -0.68
C 5.66 1.57 -1.19  0.67
C 6.69 2.66 -1.03  -1.77
C 5.06 1.00 -0.07  -0.97
C 4.10 0.01 -0.19  1.11
C 3.49 -0.54 1.08  -0.74
H -1.30 1.97 -3.18  0.36
H -0.81 2.22 -1.49  -0.30
H -1.92 0.89 -1.92  0.30
H 1.53 -2.74 -4.22  0.09
H 1.64 -4.31 -5.02  0.49
H 2.55 -2.93 -5.64  0.35
H 4.12 -5.05 -5.47  0.34
H 6.21 -6.19 -5.51  0.35
H 6.34 -7.10 -4.00  0.31
H 7.43 -5.76 -4.31  0.36
H 6.49 -5.08 -1.93  0.37
H 5.73 -4.16 0.03  0.43
H 4.08 -3.51 0.16  0.13
H 5.40 -2.46 -0.35  0.18
H 2.94 -0.60 -4.10  0.28
H 4.59 -1.19 -4.29  0.36
H 4.20 0.48 -4.71  0.42
H 5.73 1.56 -3.32  0.35
H 7.02 3.03 -2.00  0.35
H 7.56 2.30 -0.48  0.40
H 6.27 3.50 -0.47  0.34
H 5.35 1.34 0.92  0.34
H 4.00 -0.15 1.96  0.48
H 3.54 -1.63 1.09  -0.03
H 2.44 -0.26 1.17  -0.65

---

4.
Here is a structure of composition C34H48FN7W in a non-equilibrium geometry from the Open Molecules 2025 dataset. Energies are from ωB97M-V/def2-TZVPD.

**Total charge**: +2
**HOMO-LUMO gap (spin up / spin down)**: 5.75 / 6.11 eV
**2S+1**: 3
**⟨S²⟩**: 2.02
**Largest force on an atom**: 3.93 eV Å⁻¹
**Relative energy (zero: lowest compared OMol25 entry of this formula, charge and spin)**: 400.78 kJ/mol

Each line ends with the Mulliken charge.
Geometry (Å):
W -0.04 -0.89 0.15  2.84
N -2.02 -0.59 -0.92  -0.43
C -3.17 -0.12 -0.11  -0.74
C -3.02 -0.40 1.43  -0.11
N -1.83 -1.21 1.70  -0.58
C -1.56 -1.25 3.23  -0.58
C -0.12 -1.70 3.35  -0.64
N 0.68 -0.96 2.27  -0.85
H -1.83 0.03 -1.72  -0.29
H -2.27 -1.50 -1.35  0.13
H -4.14 -0.57 -0.34  0.36
H -3.31 0.96 -0.27  0.33
H -3.99 -0.85 1.83  0.56
H -2.88 0.56 1.94  -0.26
H -2.05 -2.22 1.55  0.13
H -2.25 -1.98 3.66  0.40
H -1.79 -0.25 3.67  0.41
H 0.15 -2.71 3.16  0.30
H 0.30 -1.46 4.35  0.49
H 1.60 -1.40 2.25  0.41
H 0.79 0.04 2.55  0.21
C -1.44 4.69 1.40  -1.47
C -1.33 3.17 1.54  0.99
C -1.98 2.80 2.90  -2.43
C 0.13 2.76 1.43  -0.09
C 0.98 2.91 2.58  -0.34
C 2.33 3.05 2.41  -1.37
C 2.88 2.84 1.16  0.16
C 2.05 2.71 0.04  -0.57
C 2.67 3.08 -1.32  1.06
C 4.07 2.52 -1.60  -1.25
C 2.33 4.58 -1.54  -1.12
C 0.70 2.22 0.19  0.71
N 0.16 1.34 -0.75  0.34
C -0.44 1.83 -1.92  0.70
C -1.01 3.12 -2.06  -0.32
C -2.01 3.41 -3.02  -1.00
C -2.47 2.53 -4.03  -1.03
C -1.78 1.27 -4.06  -0.30
C -0.83 0.99 -3.08  -0.36
F 0.03 0.01 -3.58  -0.41
H -2.52 4.93 1.29  0.42
H -0.94 5.01 0.48  0.37
H -0.94 5.24 2.26  0.35
H -1.89 2.66 0.77  -0.13
H -1.64 3.44 3.70  0.59
H -1.78 1.77 3.14  0.63
H -3.07 2.90 2.78  0.40
H 0.49 3.01 3.56  0.45
H 2.97 3.23 3.27  0.46
H 3.98 2.85 1.02  0.29
H 2.00 2.55 -2.12  -0.38
H 4.82 2.76 -0.82  0.37
H 4.48 2.93 -2.54  0.42
H 4.09 1.43 -1.79  0.22
H 2.98 5.00 -2.36  0.42
H 2.47 5.09 -0.57  0.29
H 1.26 4.70 -1.87  0.16
H -0.81 3.97 -1.38  0.24
H -2.33 4.45 -3.00  0.44
H -3.27 2.84 -4.69  0.47
H -1.85 0.63 -4.86  0.60
C -3.08 -5.76 0.31  -0.59
C -3.26 -4.72 -0.63  -1.11
C -2.24 -3.76 -0.86  0.23
C -1.11 -3.68 -0.03  -0.14
C -1.03 -4.64 1.03  0.26
C -2.01 -5.67 1.18  -1.06
N -0.09 -2.77 -0.42  1.30
C 1.24 -3.27 -0.76  -0.14
C 1.49 -3.69 -2.07  -0.46
C 2.69 -4.30 -2.35  -0.38
C 3.65 -4.48 -1.39  -0.57
C 3.37 -4.11 -0.07  -1.01
C 2.08 -3.67 0.25  0.17
H -3.75 -6.56 0.31  0.53
H -4.10 -4.72 -1.25  0.53
H -2.26 -3.14 -1.79  0.40
H -0.12 -4.60 1.63  0.31
H -1.89 -6.39 1.98  0.45
H 0.70 -3.63 -2.83  0.42
H 2.97 -4.53 -3.38  0.39
H 4.65 -4.84 -1.65  0.39
H 4.18 -4.20 0.63  0.48
H 1.77 -3.62 1.27  0.36
N 2.81 -0.78 -1.40  -0.82
N 2.20 -0.57 -0.11  -0.31
H 2.36 -0.10 -1.95  0.24
H 2.57 -1.67 -1.83  0.34
H 2.64 0.30 0.34  0.24
H 2.74 -1.22 0.53  0.43

---

5.
Here is a structure of composition C34H49AsN4O5P2RbS in a non-equilibrium geometry from the Open Molecules 2025 dataset. Energies are from ωB97M-V/def2-TZVPD.

**Total charge**: -1
**HOMO-LUMO gap**: 6.11 eV
**Largest force on an atom**: 2.07 eV Å⁻¹
**Relative energy (zero: lowest compared OMol25 entry of this formula, charge and spin)**: 0.00 kJ/mol

Each line ends with the Mulliken charge.
Geometry (Å):
Rb -0.12 0.32 -0.47  0.52
C 2.37 2.03 1.16  0.02
O 2.32 1.57 -0.20  0.22
C 3.39 1.82 -1.00  0.35
C 4.46 2.61 -0.60  -0.81
C 5.52 2.81 -1.47  -0.71
C 5.59 2.17 -2.69  -0.93
C 4.52 1.36 -3.08  -0.02
C 3.39 1.23 -2.27  0.20
N 2.25 0.49 -2.68  0.21
N 2.43 0.06 -3.87  -0.26
C 1.51 -0.69 -4.54  -0.55
C 0.22 -1.21 -4.02  -0.01
O -0.29 -0.85 -2.92  -0.17
C -0.44 -2.21 -4.85  -0.40
C 0.03 -2.61 -6.03  -1.01
C 1.19 -2.02 -6.61  0.96
C 1.62 -2.38 -7.89  -0.65
C 2.66 -1.76 -8.53  -0.61
C 3.34 -0.76 -7.82  -0.62
C 2.96 -0.40 -6.56  -0.51
C 1.90 -1.06 -5.88  0.92
H 2.30 3.12 1.18  0.56
H 1.50 1.59 1.66  -1.07
H 3.29 1.70 1.63  0.60
H 4.48 3.10 0.35  0.43
H 6.38 3.41 -1.17  0.33
H 6.43 2.33 -3.37  0.36
H 4.51 0.80 -4.03  0.32
H -1.36 -2.62 -4.45  0.27
H -0.48 -3.41 -6.57  0.33
H 1.07 -3.16 -8.41  0.33
H 2.94 -2.11 -9.53  0.33
H 4.14 -0.20 -8.30  0.36
H 3.50 0.40 -6.09  0.37
C -3.15 -2.48 -1.62  -0.64
P -3.57 -0.68 -1.88  0.60
C -4.26 -0.72 -3.53  -1.40
C -5.20 -0.55 -1.01  -1.19
C -5.17 -0.83 0.48  -1.00
P -3.69 -0.03 1.28  0.65
C -4.03 1.74 1.10  -0.94
C -4.15 -0.38 3.01  -1.31
H -3.92 -3.24 -1.90  0.38
H -2.88 -2.62 -0.58  0.08
H -2.27 -2.71 -2.21  0.14
H -5.05 -1.46 -3.65  0.37
H -3.52 -0.89 -4.28  0.37
H -4.67 0.28 -3.74  0.37
H -5.98 -1.12 -1.51  0.57
H -5.50 0.48 -1.11  0.41
H -5.03 -1.90 0.65  0.37
H -6.13 -0.58 0.90  0.54
H -5.01 2.06 1.48  0.34
H -4.02 1.95 0.01  0.35
H -3.19 2.27 1.54  0.06
H -5.21 -0.17 3.24  0.39
H -3.52 0.15 3.73  0.24
H -3.99 -1.45 3.17  0.40
C 1.41 -1.97 2.36  -0.98
As 1.21 -3.57 1.31  0.63
C -0.16 -4.64 2.15  -1.10
C 2.81 -4.60 1.74  -1.18
S 0.93 -3.33 -0.72  -0.41
H 1.68 -2.20 3.38  0.48
H 0.50 -1.37 2.30  0.07
H 2.21 -1.41 1.92  0.41
H -0.07 -4.57 3.22  0.40
H 0.02 -5.66 1.86  0.39
H -1.17 -4.38 1.81  0.24
H 2.80 -4.95 2.79  0.35
H 3.76 -4.09 1.52  0.35
H 2.70 -5.46 1.09  0.36
C 2.27 1.57 4.79  -0.79
C 1.04 1.79 5.70  -1.65
C -0.16 2.32 4.89  2.71
C -1.38 2.38 5.81  -1.55
C -2.68 2.87 5.13  -1.10
C 0.15 3.73 4.45  0.06
O 0.56 4.57 5.20  -0.69
N -0.09 4.02 3.16  0.13
C -0.58 3.10 2.19  -0.43
O -0.71 3.55 1.04  -0.77
N -0.70 1.81 2.50  0.90
C -0.51 1.36 3.75  -0.50
O -0.59 0.16 4.02  -0.81
H 3.16 1.31 5.37  0.57
H 2.55 2.47 4.20  0.19
H 2.09 0.77 4.05  -0.10
H 1.28 2.52 6.47  0.48
H 0.77 0.86 6.21  0.42
H -1.12 3.12 6.60  0.43
H -1.56 1.40 6.26  0.48
H -2.58 3.92 4.81  0.31
H -3.47 2.86 5.88  0.47
H -2.99 2.25 4.28  0.11
H 0.17 4.93 2.83  0.29